{"formula": "C4H12N2O3", "method": "ωB97M-V/def2-TZVPD", "smiles": "CC(=O)NN.CCOO", "orbital_gap_ev": 10.6, "e_homo_ev": -9.70, "e_above_lowest_kcal_mol": 92.52, "max_force_ev_per_a": 1.40, "lumo_energy_ev": 0.88, "species": ["C", "C", "O", "N", "N", "H", "H", "H", "H", "H", "H", "C", "C", "O", "O", "H", "H", "H", "H", "H", "H"], "positions_angstrom": [[-3.206033, 0.122549, 0.905717], [-1.850712, -0.216223, 0.334147], [-0.993706, -0.834772, 0.953115], [-1.738985, 0.011632, -1.001082], [-0.636204, -0.416777, -1.762773], [-3.202968, -0.070598, 1.974381], [-3.973142, -0.492879, 0.440547], [-3.441725, 1.169158, 0.726808], [-2.503326, 0.394464, -1.537698], [-0.341483, -1.329291, -1.413643], [0.137717, 0.230039, -1.583723], [2.719998, -0.742425, -0.114807], [2.495955, 0.757292, -0.210435], [1.138916, 1.163199, 0.178876], [0.937781, 0.963271, 1.570224], [2.446117, -1.100991, 0.874848], [2.136549, -1.272845, -0.864385], [3.770392, -0.966373, -0.285976], [3.183302, 1.294338, 0.450049], [2.619384, 1.127502, -1.229979], [0.302173, 0.209730, 1.595792]], "forces_ev_per_angstrom": [[0.22, 0.32, 0.23], [-0.56, -0.98, -0.84], [0.10, 0.26, 0.19], [0.32, 0.09, 0.12], [0.12, 0.20, 0.05], [0.04, 0.03, 0.00], [0.00, -0.05, -0.07], [-0.11, 0.08, 0.01], [0.13, -0.08, 0.20], [-0.17, 0.24, 0.02], [-0.32, -0.29, 0.12], [-0.15, 0.30, -0.08], [-0.72, 0.06, 1.12], [0.66, -0.12, -0.95], [0.32, -0.20, 0.28], [-0.01, -0.02, 0.02], [-0.07, -0.09, -0.01], [0.11, -0.03, -0.01], [0.01, -0.02, -0.11], [-0.20, 0.07, 0.07], [0.27, 0.24, -0.35]], "mulliken_charge": [-1.317, 0.951, -0.780, 0.043, -0.785, 0.334, 0.335, 0.352, 0.208, 0.322, 0.319, -0.956, -0.256, -0.248, -0.410, 0.282, 0.215, 0.379, 0.343, 0.263, 0.407]}